Model one:
{
  "formula": "C4H5NOS",
  "method": "ωB97M-V/def2-TZVPD",
  "charge": 0,
  "spin_multiplicity": 1,
  "homo_ev": -8.5212,
  "homo_lumo_gap_ev": 8.26,
  "elements": ["C", "C", "C", "C", "N", "O", "S", "H", "H", "H", "H", "H"],
  "xyz": [[0.97253, -1.09849, -0.74095], [-0.13272, -0.52820, -1.11799], [1.80769, -0.27399, 0.15486], [-1.45465, 0.78278, 0.80543], [1.05290, 1.32226, 0.14803], [2.72463, -0.57838, 0.83039], [-0.29962, 1.13418, -0.53680], [1.29500, -2.09822, -0.87263], [-0.87641, -0.78600, -1.92468], [-2.39155, 0.35991, 0.51473], [-1.73355, 1.78521, 1.40981], [-0.96424, -0.02106, 1.32980]],
  "nbo_charge": [-0.319, -0.364, 0.682, -0.822, -1.003, -0.497, 1.110, 0.250, 0.247, 0.224, 0.257, 0.235]
}



Model two:
{
  "formula": "C4H5NOS",
  "method": "ωB97M-V/def2-TZVPD",
  "charge": 0,
  "spin_multiplicity": 1,
  "smiles": "Cc1conc1S",
  "homo_ev": -9.2792,
  "homo_lumo_gap_ev": 9.89,
  "elements": ["C", "C", "C", "O", "N", "C", "S", "H", "H", "H", "H", "H"],
  "xyz": [[0.56355, -1.59016, -0.00369], [0.48782, -0.02143, -0.09528], [1.16660, 0.97672, -0.57334], [0.49657, 2.15148, -0.67140], [-0.80760, 1.95068, -0.34482], [-0.80864, 0.69249, 0.15505], [-2.19212, -0.34117, 0.67289], [1.48110, -2.00699, -0.44048], [0.67550, -1.77740, 1.08102], [-0.47868, -2.15254, -0.31139], [2.24084, 1.30044, -0.82965], [-2.82493, 0.81787, 1.36110]],
  "nbo_charge": [-0.634, -0.171, 0.115, -0.279, -0.136, 0.007, -0.011, 0.237, 0.232, 0.238, 0.220, 0.183]
}



Model three:
{
  "formula": "C4H5NOS",
  "method": "ωB97M-V/def2-TZVPD",
  "charge": 0,
  "spin_multiplicity": 1,
  "homo_ev": -9.5094,
  "homo_lumo_gap_ev": 8.12,
  "elements": ["C", "C", "C", "C", "N", "O", "S", "H", "H", "H", "H", "H"],
  "xyz": [[0.91287, -1.03980, -0.75194], [-0.23150, -0.68082, -1.23408], [1.70249, -0.01783, 0.07277], [-1.44386, 0.88951, 0.85768], [1.27482, 1.13587, 0.35670], [2.86640, -0.15022, 0.63756], [-0.82305, 0.94994, -0.90391], [1.27676, -2.02100, -0.84479], [-0.85737, -1.37517, -1.69670], [-1.11737, 1.65030, 1.58099], [-0.99456, -0.06936, 1.09346], [-2.56563, 0.72857, 0.83225]],
  "nbo_charge": [-0.214, -0.340, 0.416, -0.705, -0.186, -0.557, 0.413, 0.232, 0.226, 0.260, 0.230, 0.224]
}



Q: Which of them is the most stable? A: model two.



Model one:
{
  "formula": "C18H19NO4",
  "method": "ωB97M-V/def2-TZVPD",
  "charge": 0,
  "spin_multiplicity": 1,
  "smiles": "CC(=O)Oc1ccc(-c2cccc(C(=O)NCCCO)c2)cc1",
  "homo_ev": -8.7238,
  "homo_lumo_gap_ev": 9.21,
  "elements": ["C", "C", "O", "O", "C", "C", "C", "C", "C", "C", "C", "C", "C", "C", "O", "N", "C", "C", "C", "O", "C", "C", "C", "H", "H", "H", "H", "H", "H", "H", "H", "H", "H", "H", "H", "H", "H", "H", "H", "H", "H", "H"],
  "xyz": [[-3.48661, 6.76923, 1.12685], [-2.49207, 5.91291, 0.38795], [-1.79486, 6.28299, -0.51546], [-2.48186, 4.67471, 0.91272], [-1.65402, 3.67531, 0.41770], [-1.41188, 3.49035, -0.93548], [-0.60304, 2.44570, -1.34214], [-0.04034, 1.56801, -0.41967], [0.82424, 0.46370, -0.86090], [1.75973, 0.65296, -1.87651], [2.58769, -0.38198, -2.27204], [2.48656, -1.62834, -1.67971], [1.54638, -1.83934, -0.67508], [1.39111, -3.14657, 0.02455], [0.99977, -3.22045, 1.17891], [1.70967, -4.23971, -0.70494], [1.56989, -5.57424, -0.15632], [0.09909, -5.95313, 0.09696], [-0.09635, -6.51241, 1.51074], [0.51421, -5.73170, 2.50073], [0.73404, -0.78939, -0.26496], [-0.31057, 1.75846, 0.93448], [-1.10604, 2.80504, 1.35276], [-4.42357, 6.23206, 1.24508], [-3.09382, 6.99207, 2.11683], [-3.64273, 7.69632, 0.58428], [-1.84470, 4.15736, -1.66312], [-0.42657, 2.29800, -2.39712], [1.85901, 1.62521, -2.33559], [3.32406, -0.21420, -3.04424], [3.16148, -2.41724, -1.97873], [1.86706, -4.14105, -1.69358], [2.09959, -5.59197, 0.80211], [2.05177, -6.27490, -0.83744], [-0.25509, -6.68176, -0.63264], [-0.51265, -5.05374, -0.00239], [0.34836, -7.51110, 1.58726], [-1.17649, -6.60555, 1.70738], [0.50638, -4.79787, 2.22110], [0.01587, -0.97368, 0.51998], [0.12642, 1.09541, 1.66555], [-1.31203, 2.96301, 2.39989]],
  "nbo_charge": [-0.713, 0.802, -0.577, -0.502, 0.257, -0.195, -0.195, -0.083, 0.046, -0.210, -0.205, -0.195, -0.136, 0.674, -0.655, -0.599, -0.239, -0.443, -0.050, -0.742, -0.188, -0.192, -0.225, 0.237, 0.241, 0.237, 0.232, 0.214, 0.218, 0.217, 0.211, 0.400, 0.229, 0.205, 0.210, 0.209, 0.164, 0.160, 0.498, 0.236, 0.222, 0.225]
}



Model two:
{
  "formula": "C18H19NO4",
  "method": "ωB97M-V/def2-TZVPD",
  "charge": 0,
  "spin_multiplicity": 1,
  "homo_ev": -7.3108,
  "homo_lumo_gap_ev": 6.84,
  "elements": ["C", "C", "H", "H", "O", "C", "O", "C", "C", "C", "C", "O", "C", "C", "H", "C", "H", "H", "H", "C", "H", "H", "H", "H", "N", "C", "O", "C", "C", "C", "C", "C", "C", "H", "H", "H", "H", "H", "H", "H", "H", "H"],
  "xyz": [[-3.95891, -0.41294, 2.01068], [-3.16353, -1.51612, 1.73941], [-3.13690, -2.17577, 2.63737], [-3.55809, -2.15596, 0.84476], [-1.76794, -0.98602, 1.12525], [-1.28824, -1.54282, -0.02160], [-1.75594, -2.42026, -0.67395], [-0.23647, -0.77814, -0.42601], [0.60055, -1.13231, -1.48149], [0.45728, -2.20616, -2.24526], [1.15750, -2.69531, -3.26501], [2.30467, -1.84720, -3.63418], [2.72658, -0.53313, -2.79350], [1.78150, -0.43382, -1.63571], [2.02005, 0.57425, -1.19489], [3.98721, -0.06970, -3.08920], [3.92744, 0.45790, -4.10246], [4.83386, -0.67689, -3.05311], [3.89314, 0.91237, -2.41056], [1.17981, -3.77985, -4.15995], [0.22851, -4.21546, -4.08993], [2.05862, -4.53132, -4.13780], [1.02446, -3.38760, -5.19122], [-0.37331, -3.03114, -2.03726], [-0.10245, 0.30801, 0.37659], [-0.74913, 1.34940, 0.77141], [-1.54575, 1.60180, 0.01702], [-0.44915, 2.18667, 1.83366], [-0.43990, 3.50706, 1.65749], [-0.14508, 4.49503, 2.70974], [0.27097, 4.00846, 3.80003], [0.59164, 2.74971, 3.87305], [0.25876, 1.76870, 3.02658], [0.54787, 0.79879, 3.09357], [1.13517, 2.34103, 4.86917], [0.49972, 4.62288, 4.67230], [-0.49865, 5.65598, 2.42090], [-0.90517, 3.76812, 0.91401], [0.96664, 0.16198, 1.08472], [-3.59675, -0.02836, 2.74510], [-4.87943, -0.70556, 2.31302], [-3.90116, -0.00629, 1.10726]],
  "nbo_charge": [-0.649, -0.020, 0.182, 0.203, -0.568, 0.747, -0.620, -0.046, 0.046, -0.315, 0.400, -0.576, 0.410, -0.270, 0.226, -0.709, 0.253, 0.260, 0.252, -0.684, 0.238, 0.253, 0.250, 0.271, -0.528, 0.640, -0.592, -0.135, -0.121, -0.171, -0.252, -0.192, -0.175, 0.208, 0.200, 0.217, 0.225, 0.189, 0.303, 0.199, 0.216, 0.234]
}



Model three:
{
  "formula": "C18H19NO4",
  "method": "ωB97M-V/def2-TZVPD",
  "charge": 0,
  "spin_multiplicity": 1,
  "smiles": "CC(=O)Oc1ccc(-c2cccc(C(=O)NCCCO)c2)cc1",
  "homo_ev": -8.7133,
  "homo_lumo_gap_ev": 9.35,
  "elements": ["C", "C", "O", "O", "C", "C", "C", "C", "C", "C", "C", "C", "C", "C", "O", "N", "C", "C", "C", "O", "C", "C", "C", "H", "H", "H", "H", "H", "H", "H", "H", "H", "H", "H", "H", "H", "H", "H", "H", "H", "H", "H"],
  "xyz": [[4.52740, -3.69590, 4.77946], [3.24393, -3.40902, 4.04632], [2.14068, -3.56330, 4.49126], [3.51753, -2.94423, 2.81365], [2.50723, -2.65257, 1.90594], [1.38969, -3.45612, 1.73422], [0.45450, -3.12050, 0.77328], [0.61458, -1.99109, -0.02457], [-0.39058, -1.63971, -1.03983], [-0.94947, -2.61999, -1.85706], [-1.87524, -2.28171, -2.82749], [-2.26655, -0.96518, -2.98635], [-1.74183, 0.02237, -2.15854], [-2.19307, 1.43080, -2.37057], [-2.45805, 1.87372, -3.47072], [-2.31131, 2.16240, -1.23587], [-2.68372, 3.55651, -1.24646], [-1.49695, 4.46091, -0.91084], [-1.89212, 5.93870, -0.94273], [-0.82878, 6.78889, -0.59012], [-0.79757, -0.31822, -1.19869], [1.74783, -1.20075, 0.15736], [2.68935, -1.52700, 1.11185], [4.32403, -3.80670, 5.83994], [4.95033, -4.62245, 4.39572], [5.24308, -2.89716, 4.60723], [1.24753, -4.32990, 2.34926], [-0.42344, -3.73744, 0.65373], [-0.63142, -3.64630, -1.74825], [-2.28846, -3.04776, -3.46656], [-2.97897, -0.68094, -3.74537], [-2.08729, 1.74334, -0.34807], [-3.49638, 3.72317, -0.53237], [-3.04516, 3.77231, -2.25498], [-0.69854, 4.28168, -1.63629], [-1.11306, 4.21948, 0.08354], [-2.67564, 6.13416, -0.20662], [-2.28093, 6.19511, -1.93852], [-0.11005, 6.66555, -1.22039], [-0.35805, 0.44256, -0.56853], [1.90250, -0.33459, -0.46874], [3.57245, -0.92315, 1.25178]],
  "nbo_charge": [-0.714, 0.799, -0.577, -0.520, 0.345, -0.260, -0.179, -0.058, -0.053, -0.192, -0.202, -0.166, -0.139, 0.657, -0.620, -0.605, -0.228, -0.427, -0.055, -0.711, -0.152, -0.198, -0.248, 0.238, 0.241, 0.236, 0.239, 0.218, 0.217, 0.217, 0.233, 0.396, 0.192, 0.235, 0.200, 0.200, 0.175, 0.157, 0.463, 0.205, 0.218, 0.223]
}



Q: Which of them is the most stable? A: model one.



Model one:
{
  "formula": "C3H9N3P",
  "method": "ωB97M-V/def2-TZVPD",
  "charge": 1,
  "spin_multiplicity": 1,
  "homo_ev": [-13.0076, -13.0081],
  "homo_lumo_gap_ev": [8.87, 8.87],
  "elements": ["C", "C", "C", "N", "N", "N", "P", "H", "H", "H", "H", "H", "H", "H", "H", "H"],
  "xyz": [[-0.43404, -1.74510, 0.56593], [1.28606, -0.33901, -0.27947], [2.03816, 0.78518, 0.37007], [0.69977, -1.33582, 0.43725], [-1.39193, -0.29713, -0.64883], [-0.43647, 0.53451, -0.97838], [-2.34852, 0.10805, 0.80172], [-0.95645, -2.63521, 0.78827], [1.71996, -0.73944, -1.10627], [2.80747, 1.34678, -0.21601], [2.55890, 0.40099, 1.17095], [1.32718, 1.32804, 0.92939], [-0.20077, 1.42682, -0.39488], [-0.32833, 0.62311, -1.95746], [-3.43803, -0.73475, 0.37432], [-2.90295, 1.27297, 0.14340]],
  "nbo_charge": [0.301, 0.128, -0.688, -0.314, -0.502, -0.451, 0.446, 0.262, 0.223, 0.274, 0.270, 0.225, 0.396, 0.422, 0.025, -0.017]
}



Model two:
{
  "formula": "C3H9N3P",
  "method": "ωB97M-V/def2-TZVPD",
  "charge": 1,
  "spin_multiplicity": 1,
  "smiles": "[H]/P=N\\CCN[NH+]=C",
  "homo_ev": -13.2224,
  "homo_lumo_gap_ev": 9.11,
  "elements": ["H", "P", "N", "C", "C", "N", "N", "C", "H", "H", "H", "H", "H", "H", "H", "H"],
  "xyz": [[2.38125, -2.94001, 0.04236], [1.00070, -2.83438, -0.62115], [0.69066, -1.29125, -0.38268], [1.45578, -0.23404, 0.28566], [0.31658, 0.52587, 1.00857], [-0.36514, 1.47818, 0.16771], [-1.44830, 1.20301, -0.57281], [-1.79901, 0.06164, -1.06106], [1.97796, 0.36469, -0.41754], [2.15059, -0.69595, 0.95732], [-0.46045, -0.27257, 1.20024], [0.60806, 0.91743, 2.02984], [-0.43243, 2.42776, 0.65786], [-2.13996, 1.91287, -0.83637], [-1.22856, -0.83929, -0.76049], [-2.70772, 0.21603, -1.69744]],
  "nbo_charge": [-0.110, 0.913, -0.932, -0.258, -0.252, -0.397, -0.224, -0.038, 0.231, 0.212, 0.214, 0.255, 0.419, 0.450, 0.286, 0.232]
}



Q: Which of them is the most stable? A: model two.



Model one:
{
  "formula": "C6H11N3",
  "method": "ωB97M-V/def2-TZVPD",
  "charge": 0,
  "spin_multiplicity": 1,
  "homo_ev": -8.5864,
  "homo_lumo_gap_ev": 9.32,
  "elements": ["C", "C", "C", "C", "C", "C", "H", "H", "H", "H", "H", "H", "H", "H", "H", "H", "H", "N", "N", "N"],
  "xyz": [[-0.13411, 1.41496, 2.54222], [-0.98234, 1.39166, 1.15226], [0.51430, -0.20369, -1.61876], [0.93402, -0.05811, -3.01546], [0.59760, -1.30166, -0.65628], [0.06227, -0.85178, 0.43755], [-0.39066, 2.59158, 3.26367], [-0.17009, 0.49236, 2.84367], [1.06893, 1.65800, 1.91466], [-2.08590, 1.23135, 1.57855], [-0.66759, 2.48581, 0.69122], [0.78129, -1.15416, -3.58420], [2.17060, -0.09919, -2.78514], [0.15930, 0.77082, -3.70870], [1.09427, -1.92382, -1.08493], [0.28691, -2.69470, 1.72903], [-1.10821, -1.98127, 1.61548], [-0.47999, 0.30836, 0.22227], [-0.21760, 0.79208, -1.09499], [-0.31517, -1.63258, 1.51236]],
  "nbo_charge": [-0.556, -0.245, 0.143, -0.669, -0.396, 0.339, 0.228, 0.181, 0.182, 0.204, 0.252, 0.217, 0.247, 0.275, 0.204, 0.365, 0.353, -0.230, -0.294, -0.801]
}



Model two:
{
  "formula": "C6H11N3",
  "method": "ωB97M-V/def2-TZVPD",
  "charge": 0,
  "spin_multiplicity": 1,
  "homo_ev": -6.4094,
  "homo_lumo_gap_ev": 7.29,
  "elements": ["C", "C", "C", "C", "N", "N", "N", "C", "C", "H", "H", "H", "H", "H", "H", "H", "H", "H", "H", "H"],
  "xyz": [[-2.15216, -1.20440, 0.67329], [-0.24113, 0.03578, -0.41165], [0.78925, 1.21704, -0.36282], [-1.00003, -0.24899, 0.70069], [-0.61576, -0.48941, -1.68371], [0.89059, 2.08130, -1.46453], [-0.62036, 0.21350, 1.93062], [2.50148, -0.63642, 0.39432], [1.59073, 0.20256, -0.06625], [-0.33185, 0.13328, -2.43499], [-0.22424, -1.40695, -1.85722], [0.35625, 2.93055, -1.36144], [1.83883, 2.25385, -1.77432], [0.08809, 0.94049, 1.90924], [-1.33824, 0.30857, 2.63202], [-2.92018, -0.90241, 1.39287], [-1.82492, -2.21700, 0.94132], [-2.59596, -1.23751, -0.31977], [3.29842, -0.29002, 1.03963], [2.51118, -1.68382, 0.12268]],
  "nbo_charge": [-0.653, 0.030, -0.060, 0.219, -0.840, -0.833, -0.792, -0.595, 0.134, 0.379, 0.360, 0.377, 0.374, 0.399, 0.380, 0.208, 0.221, 0.245, 0.229, 0.217]
}



Model three:
{
  "formula": "C6H11N3",
  "method": "ωB97M-V/def2-TZVPD",
  "charge": 0,
  "spin_multiplicity": 1,
  "smiles": "C[C@@]12CN=CN1[C@H]2CN",
  "homo_ev": -9.2143,
  "homo_lumo_gap_ev": 10.18,
  "elements": ["C", "C", "C", "N", "C", "N", "C", "C", "N", "H", "H", "H", "H", "H", "H", "H", "H", "H", "H", "H"],
  "xyz": [[-1.39328, -0.73240, 1.62165], [-0.32799, 0.11533, 0.79587], [-0.10549, 1.49634, 1.34798], [1.24316, 1.92610, 0.80774], [1.76114, 0.90694, 0.35065], [1.02246, -0.33653, 0.36489], [-0.01976, -0.18063, -0.64456], [-0.53160, -1.45770, -1.39889], [-0.91104, -1.29684, -2.79918], [-1.78670, -1.53880, 1.08146], [-2.27167, -0.03342, 1.88254], [-0.97384, -1.10978, 2.50521], [-0.85161, 2.28586, 1.09188], [0.09436, 1.52363, 2.49086], [2.62214, 0.87408, -0.30315], [0.28896, 0.69979, -1.31003], [-1.44322, -1.86813, -0.86188], [0.31098, -2.19383, -1.39493], [-0.16709, -1.07250, -3.42193], [-1.60248, -0.50331, -2.81038]],
  "nbo_charge": [-0.599, 0.070, -0.275, -0.408, 0.237, -0.449, -0.098, -0.231, -0.821, 0.212, 0.215, 0.221, 0.218, 0.211, 0.189, 0.200, 0.192, 0.210, 0.358, 0.348]
}



Model four:
{
  "formula": "C6H11N3",
  "method": "ωB97M-V/def2-TZVPD",
  "charge": 0,
  "spin_multiplicity": 1,
  "homo_ev": -7.7673,
  "homo_lumo_gap_ev": 6.58,
  "elements": ["C", "C", "C", "C", "C", "N", "H", "H", "H", "H", "H", "H", "H", "H", "H", "N", "N", "C", "H", "H"],
  "xyz": [[-1.23465, -1.63324, -0.44638], [1.17654, -0.80352, 1.16981], [-0.33082, -0.61366, -1.05794], [0.70256, 0.25495, 0.18299], [1.68714, 1.00824, -0.37650], [-0.28553, -0.34712, -2.25290], [0.33087, 0.04338, -2.94675], [-1.57138, -1.31933, 0.53909], [-0.72727, -2.59944, -0.43003], [-2.09829, -1.76055, -1.09941], [0.35420, -1.28948, 1.68819], [1.85148, -0.38170, 1.91520], [1.74563, -1.59290, 0.67506], [2.73920, 0.89528, -0.14553], [1.44756, 1.82790, -1.03937], [-1.09330, 1.87680, -0.56089], [-1.24483, 1.49769, 1.76722], [-0.78052, 1.39690, 0.58284], [-0.58030, 1.48899, 2.53059], [-2.08828, 2.05083, -0.69532]],
  "nbo_charge": [-0.709, -0.658, 0.503, -0.211, -0.182, -0.643, 0.409, 0.242, 0.241, 0.254, 0.225, 0.217, 0.219, 0.190, 0.219, -0.864, -0.783, 0.577, 0.365, 0.388]
}



Q: Which of them is the most stable? A: model three.